{"formula": "C17H19N3O2S", "method": "the ωB97M-V functional and the def2-TZVPD basis", "homo_energy_ev": -8.05, "orbital_gap_ev": 7.90, "smiles": "CC[C@H](C)c1ccc(O)c(NC(=S)NC(=O)c2cccnc2)c1", "e_lumo_ha": -0.00546, "relative_energy_kcal_mol": 17.6, "species": ["C", "C", "H", "H", "C", "C", "C", "C", "C", "C", "C", "H", "N", "C", "S", "N", "C", "O", "C", "C", "C", "C", "N", "C", "H", "H", "H", "H", "H", "H", "O", "H", "H", "H", "C", "H", "H", "H", "H", "H", "H", "H"], "coordinates": [[-3.58022, -2.82528, -0.07260], [-4.08720, -1.76731, 0.90455], [-5.01006, -2.14431, 1.35349], [-3.36570, -1.64220, 1.71447], [-4.38818, -0.38472, 0.30135], [-3.19396, 0.53684, 0.18554], [-3.42548, 1.90035, 0.04527], [-2.37784, 2.79343, -0.08922], [-1.07053, 2.34185, -0.08712], [-0.81606, 0.96810, 0.06002], [-1.88144, 0.08799, 0.19882], [-1.66616, -0.95581, 0.32807], [0.53042, 0.60653, 0.06590], [1.12310, -0.58730, 0.08267], [0.43722, -2.09050, 0.10051], [2.51993, -0.58162, 0.07506], [3.37632, 0.48215, 0.03818], [3.00963, 1.64397, 0.04468], [4.81594, 0.11380, 0.00524], [5.74147, 1.01010, 0.53971], [7.08552, 0.68830, 0.50738], [7.45570, -0.52116, -0.06528], [6.59001, -1.36176, -0.60484], [5.30832, -1.05453, -0.57735], [4.65815, -1.76746, -1.06965], [8.49111, -0.83194, -0.10380], [7.82775, 1.35532, 0.91640], [5.38720, 1.93463, 0.97147], [2.90864, -1.51656, 0.10438], [1.16792, 1.41170, 0.02464], [0.00037, 3.17966, -0.21708], [-0.30531, 4.08961, -0.29981], [-2.57474, 3.85216, -0.19477], [-4.43776, 2.27673, 0.04797], [-5.07177, -0.49323, -1.06688], [-4.38356, -0.89191, -1.80683], [-5.94009, -1.14503, -1.00396], [-5.40107, 0.48687, -1.40411], [-5.09426, 0.10966, 0.98147], [-3.28015, -3.71297, 0.48019], [-4.36050, -3.11349, -0.77220], [-2.72270, -2.48068, -0.64194]]}

{"formula": "C17H19N3O6", "method": "the ωB97M-V functional and the def2-TZVPD basis", "homo_energy_ev": -8.99, "orbital_gap_ev": 8.28, "smiles": "O=[N+]([O-])c1ccccc1.O=[N+]([O-])c1ccccc1.C=C[C@H](CN)OC=O", "e_lumo_ha": -0.02614, "relative_energy_kcal_mol": 212.2, "species": ["C", "C", "C", "C", "N", "O", "C", "O", "H", "H", "H", "H", "H", "H", "H", "H", "H", "C", "C", "C", "C", "C", "C", "N", "O", "O", "H", "H", "H", "H", "H", "C", "C", "C", "C", "C", "C", "N", "O", "O", "H", "H", "H", "H", "H"], "coordinates": [[-4.77346, 0.32557, 1.66627], [-4.35042, -0.49955, 0.68468], [-3.00756, -0.41393, -0.00023], [-2.39434, -1.80027, -0.16098], [-2.58348, -2.71335, 0.97942], [-2.12903, 0.55802, 0.59487], [-1.60217, 0.24331, 1.80172], [-0.54154, -0.29796, 1.92489], [-5.24938, -0.04360, 2.56990], [-4.67246, 1.40380, 1.56805], [-5.00160, -1.28020, 0.29275], [-3.16393, -0.03151, -1.01549], [-1.34913, -1.68228, -0.44668], [-2.90078, -2.24419, -1.02356], [-2.86909, -2.21330, 1.81345], [-1.67987, -3.10353, 1.21950], [-2.16291, 0.55420, 2.69123], [0.92132, 2.35420, 0.53630], [0.71422, 3.23305, -0.51878], [0.77637, 4.60115, -0.30758], [1.04825, 5.06664, 0.96616], [1.25048, 4.20870, 2.03179], [1.18515, 2.84219, 1.80967], [1.13468, 6.51804, 1.19231], [0.93336, 7.25024, 0.24475], [1.40394, 6.89982, 2.31327], [0.87486, 1.28799, 0.36662], [0.50494, 2.84981, -1.50812], [0.61636, 5.29141, -1.12217], [1.45769, 4.59665, 3.01781], [1.34337, 2.15451, 2.62933], [3.74125, -4.76817, -2.14062], [3.87468, -3.95339, -1.02407], [3.03900, -2.86131, -0.85708], [2.07725, -2.60762, -1.81737], [1.93154, -3.40290, -2.93881], [2.77387, -4.49107, -3.09759], [1.17408, -1.46158, -1.63307], [1.33513, -0.77069, -0.64886], [0.31373, -1.27755, -2.47191], [4.39289, -5.62281, -2.26497], [4.62915, -4.16992, -0.28069], [3.13535, -2.22220, 0.00784], [1.17501, -3.18137, -3.67646], [2.67323, -5.12504, -3.96748]]}

{"formula": "C17H19N3OP", "method": "the ωB97M-V functional and the def2-TZVPD basis", "homo_energy_ev": -11.49, "orbital_gap_ev": 7.41, "e_lumo_ha": -0.14993, "total_charge": 1, "species": ["N", "P", "O", "C", "C", "C", "C", "C", "C", "C", "C", "C", "C", "C", "C", "N", "H", "H", "H", "H", "H", "H", "H", "H", "H", "H", "H", "H", "H", "H", "N", "C", "C", "C", "C", "C", "H", "H", "H", "H", "H"], "coordinates": [[0.78967, 4.71076, -2.08077], [-0.88198, 4.84112, -2.24366], [-1.37046, 3.72778, -3.32905], [-1.35841, 4.04254, -0.62606], [-1.27117, 2.68486, -0.39961], [-1.62073, 2.15728, 0.84276], [-1.45865, 0.67894, 1.04431], [0.02435, 0.32635, 0.95419], [0.46153, -0.74637, 0.19060], [1.82228, -1.00602, 0.11857], [2.74092, -0.21834, 0.78992], [2.30872, 0.84057, 1.57820], [0.94570, 1.10196, 1.65173], [-2.06834, 3.01494, 1.84035], [-2.14390, 4.36209, 1.56913], [-1.78667, 4.83372, 0.36733], [1.24470, 5.36389, -2.70389], [1.17181, 3.77849, -2.21024], [-1.21975, 2.81299, -3.05349], [-0.91831, 2.01034, -1.16219], [-1.86743, 0.36336, 1.99825], [-1.98333, 0.20458, 0.21819], [-0.24750, -1.36727, -0.33437], [2.18418, -1.84131, -0.46539], [3.80078, -0.40195, 0.72288], [2.99116, 1.47470, 2.11922], [0.63057, 1.92561, 2.27567], [-2.33915, 2.63224, 2.80776], [-2.46453, 5.07618, 2.30886], [-1.83253, 5.83276, 0.19820], [1.47842, -4.58319, -0.99401], [0.73332, -5.31378, -1.82292], [-0.11378, -6.32969, -1.40746], [-0.19175, -6.60826, -0.05331], [0.57630, -5.86156, 0.82517], [1.38858, -4.86589, 0.30654], [0.82702, -5.06854, -2.87514], [-0.69435, -6.88779, -2.12868], [-0.83910, -7.39500, 0.31178], [0.54791, -6.04628, 1.89013], [2.00391, -4.25683, 0.96054]]}

{"formula": "C17H19N5", "method": "the ωB97M-V functional and the def2-TZVPD basis", "homo_energy_ev": -7.88, "orbital_gap_ev": 8.59, "smiles": "Cc1ccc(CNc2ccc(CNc3ncn[nH]3)cc2)cc1", "e_lumo_ha": 0.02625, "relative_energy_kcal_mol": 0.0, "species": ["C", "C", "C", "C", "C", "C", "C", "H", "H", "C", "N", "C", "C", "C", "C", "C", "C", "H", "H", "C", "N", "C", "N", "C", "N", "N", "H", "H", "H", "H", "H", "H", "H", "H", "H", "H", "H", "H", "H", "H", "H"], "coordinates": [[3.76004, 0.11798, -4.85026], [3.40432, -0.44996, -3.51007], [4.40242, -0.75124, -2.58875], [4.08754, -1.27068, -1.34958], [2.76437, -1.50934, -0.99404], [1.76804, -1.21142, -1.90953], [2.08643, -0.68582, -3.15068], [1.29272, -0.45822, -3.84797], [0.73068, -1.37991, -1.66006], [2.46447, -2.09522, 0.37132], [1.07438, -2.14511, 0.74119], [0.30536, -1.02512, 0.95024], [0.85075, 0.25211, 1.10374], [0.03509, 1.33134, 1.37480], [-1.34088, 1.18755, 1.50260], [-1.88633, -0.07957, 1.34092], [-1.08107, -1.16452, 1.06672], [-1.52553, -2.14201, 0.94076], [-2.95330, -0.22994, 1.41819], [-2.19221, 2.39894, 1.82028], [-3.56875, 2.31856, 1.38625], [-4.50749, 1.60599, 2.05767], [-5.65190, 1.19387, 1.54151], [-6.28486, 0.62750, 2.59114], [-5.61676, 0.65484, 3.71249], [-4.46583, 1.28782, 3.37489], [-3.74893, 1.43845, 4.06324], [-7.25667, 0.18698, 2.50682], [-3.70692, 2.28700, 0.38645], [-2.18550, 2.58189, 2.90120], [-1.75311, 3.28071, 1.34271], [0.47789, 2.31126, 1.48646], [1.91194, 0.40877, 0.99650], [0.56592, -2.94997, 0.40867], [2.84902, -3.12049, 0.40668], [3.00888, -1.52422, 1.13230], [4.87551, -1.49767, -0.64486], [5.43631, -0.57392, -2.84906], [2.87433, 0.24492, -5.46741], [4.24360, 1.08749, -4.73407], [4.45607, -0.53962, -5.36937]]}

{"formula": "C17H19N5O3", "method": "the ωB97M-V functional and the def2-TZVPD basis", "homo_energy_ev": -7.92, "orbital_gap_ev": 8.58, "smiles": "N[C@@H](Cc1c[nH]cn1)C(=O)N[C@@H](Cc1c[nH]c2ccccc12)C(=O)O", "e_lumo_ha": 0.02404, "relative_energy_kcal_mol": 25.1, "species": ["C", "C", "C", "C", "C", "C", "C", "C", "C", "C", "C", "C", "C", "C", "C", "C", "C", "H", "H", "H", "H", "H", "H", "H", "H", "H", "H", "H", "H", "H", "H", "H", "H", "H", "H", "H", "N", "N", "N", "N", "N", "O", "O", "O"], "coordinates": [[2.47653, 0.47814, 0.39202], [1.36680, 0.58776, 1.46218], [3.55968, -0.35717, 0.98942], [4.64657, -0.64535, 0.03265], [5.19664, -1.88193, -0.22696], [6.07878, -0.29300, -1.54011], [-0.31969, 1.24739, -0.29890], [-1.50422, 2.20165, -0.15428], [-0.84664, 0.06715, -1.09993], [-1.87594, -0.72412, -0.36781], [-1.61376, -1.57637, 0.63410], [-3.29412, -0.61801, -0.49311], [-3.87393, -1.56670, 0.41378], [-4.11888, 0.15427, -1.34057], [-5.26743, -1.75789, 0.34556], [-5.49695, -0.04490, -1.37047], [-6.05802, -1.00183, -0.53616], [3.01204, 2.26533, 0.91906], [3.60162, 1.87152, -0.57031], [2.18648, -0.07330, -0.53495], [3.97813, 0.10515, 1.88095], [3.12493, -1.27338, 1.40372], [4.94972, -2.90639, 0.02102], [6.66481, 0.17079, -2.30662], [6.59773, -2.32425, -1.72850], [-0.51288, 1.03890, 1.79706], [0.56364, 1.65478, -0.79247], [-1.20105, 0.46584, -2.06209], [0.04784, -0.60368, -1.34870], [-0.69268, -1.93571, 1.08331], [-2.83065, -2.96212, 1.65664], [-3.62267, 0.92757, -1.96865], [-5.80661, -2.46219, 0.98711], [-6.08780, 0.65344, -1.98962], [-7.09211, -1.35594, -0.61039], [-2.56390, 3.13743, 1.09172], [2.78182, 1.82589, 0.06461], [5.17250, 0.31201, -0.80009], [6.12353, -1.62926, -1.22881], [0.11731, 0.88144, 1.04012], [-2.81495, -2.18298, 1.05785], [1.58772, 0.30032, 2.63866], [-2.06304, 2.65972, -1.12341], [-1.81351, 2.48271, 1.12068]]}

{"formula": "C17H19NO3S", "method": "the ωB97M-V functional and the def2-TZVPD basis", "homo_energy_ev": -8.77, "orbital_gap_ev": 9.27, "smiles": "COc1ccc(C(=O)O/N=C(/c2cccs2)C(C)(C)C)cc1", "e_lumo_ha": 0.01853, "relative_energy_kcal_mol": 76.5, "species": ["C", "H", "O", "C", "C", "C", "C", "C", "C", "H", "H", "C", "O", "O", "N", "C", "C", "C", "C", "C", "S", "H", "H", "H", "C", "C", "H", "H", "H", "C", "H", "H", "H", "C", "H", "H", "H", "H", "H", "H", "H"], "coordinates": [[4.81442, 2.46918, 0.71654], [5.14682, 3.50570, 0.73726], [3.72840, 2.43639, -0.17962], [3.10873, 1.25340, -0.41253], [3.45178, 0.04101, 0.18168], [2.74152, -1.10125, -0.13169], [1.66911, -1.06000, -1.01834], [1.34165, 0.14996, -1.63001], [2.05390, 1.28872, -1.32933], [1.81538, 2.23081, -1.79660], [0.53997, 0.19540, -2.35059], [0.95581, -2.33609, -1.27611], [1.50441, -3.40857, -1.29724], [-0.38330, -2.32104, -1.42884], [-1.08555, -1.11188, -1.43394], [-1.65179, -0.66861, -0.38244], [-2.34741, 0.58147, -0.68590], [-3.06032, 0.83698, -1.82459], [-3.55019, 2.15593, -1.89191], [-3.18290, 2.90240, -0.81881], [-2.24578, 2.00497, 0.30296], [-3.40357, 3.93037, -0.61031], [-4.14418, 2.53229, -2.70500], [-3.23513, 0.08671, -2.57287], [-1.67589, -1.22423, 1.03341], [-0.57762, -0.51737, 1.84199], [-0.75689, 0.55399, 1.89690], [0.39972, -0.67912, 1.39016], [-0.56143, -0.91721, 2.85347], [-1.44204, -2.74037, 1.07645], [-1.69776, -3.11226, 2.06687], [-0.40593, -3.00325, 0.88477], [-2.06752, -3.25144, 0.34813], [-3.04915, -0.95115, 1.66388], [-3.24274, 0.11135, 1.77557], [-3.83844, -1.38754, 1.05469], [-3.09061, -1.40303, 2.65240], [3.00691, -2.04624, 0.31847], [4.26851, -0.02517, 0.88262], [4.51282, 2.16607, 1.72410], [5.63630, 1.83275, 0.37434]]}

{"formula": "C17H19NO5S", "method": "the ωB97M-V functional and the def2-TZVPD basis", "homo_energy_ev": -8.91, "orbital_gap_ev": 8.88, "e_lumo_ha": -0.00123, "relative_energy_kcal_mol": 404.5, "species": ["C", "H", "H", "H", "C", "C", "C", "C", "C", "C", "C", "H", "H", "C", "H", "C", "H", "H", "H", "H", "S", "O", "O", "N", "C", "C", "C", "C", "C", "C", "H", "H", "O", "H", "C", "O", "O", "H", "H", "H", "H", "H", "H"], "coordinates": [[0.35250, 4.43707, -0.46592], [-0.08980, 5.31107, -0.87721], [1.18658, 4.26623, -1.34366], [0.89461, 4.64308, 0.33755], [-0.63664, 3.09445, -0.46812], [0.03542, 1.96417, 0.17706], [0.48780, 1.01952, -0.63970], [1.27113, 0.05510, -0.52947], [1.51805, -0.18961, 0.83398], [1.12468, 0.65631, 1.84903], [0.29379, 2.00617, 1.48725], [-0.12627, 2.58589, 2.11557], [1.30549, 0.35405, 2.79435], [2.43140, -1.28026, 1.42517], [2.09533, -1.67175, 2.26913], [3.81996, -1.00768, 1.51489], [4.25495, -0.96526, 0.42037], [4.00969, -0.12520, 2.05445], [4.59371, -1.66916, 1.75212], [2.25314, -2.17617, 0.84455], [1.68249, -1.12135, -1.80490], [2.96867, -1.47261, -1.47749], [1.27252, -0.46087, -2.90255], [0.73281, -2.43421, -1.17788], [-0.45671, -2.14469, -1.00811], [-1.20347, -1.28775, -1.23647], [-2.50609, -1.25159, -0.61377], [-2.90436, -1.71327, 0.43021], [-2.18525, -2.94715, 0.99808], [-0.84691, -3.15874, 0.36614], [-0.23312, -3.80739, 0.59667], [-2.47443, -3.55874, 1.57334], [-4.07617, -1.65564, 1.11427], [-4.60261, -1.07209, 0.65000], [-3.40143, -0.03293, -1.06090], [-4.42264, 0.49449, -0.55651], [-2.82432, 0.78099, -2.21850], [-3.48484, 1.48609, -2.03342], [-1.00220, -0.67331, -2.05586], [1.23069, -3.12459, -0.90559], [0.48418, 1.21110, -1.70104], [-1.33299, 3.12596, -1.00351], [-1.48934, 3.51028, 0.47640]]}

{"formula": "C17H20BNO3", "method": "the ωB97M-V functional and the def2-TZVPD basis", "homo_energy_ev": -8.60, "orbital_gap_ev": 9.08, "smiles": "Cc1ccc(C[C@H](NC(=O)Cc2ccccc2)B(O)O)cc1", "e_lumo_ha": 0.01763, "relative_energy_kcal_mol": 0.0, "species": ["O", "O", "O", "B", "C", "C", "C", "C", "C", "C", "C", "C", "C", "C", "C", "C", "C", "N", "C", "C", "C", "C", "H", "H", "H", "H", "H", "H", "H", "H", "H", "H", "H", "H", "H", "H", "H", "H", "H", "H", "H", "H"], "coordinates": [[-2.31245, 0.60570, -1.37906], [-3.01202, 3.16440, -0.04811], [-1.64249, 4.20202, 1.66386], [-1.89700, 3.16293, 0.76731], [-1.21586, 1.06046, -1.59049], [-0.30032, -3.05539, -4.15289], [-1.30284, -2.28770, -4.69000], [0.62704, -2.48692, -3.31621], [1.47794, -0.48312, 4.30004], [1.49408, -1.49806, 2.10538], [-1.44878, -0.96836, -4.31052], [0.56873, -1.15417, -2.98320], [0.90292, 0.64783, 3.74948], [0.81167, -0.40494, 1.56770], [1.76520, -1.57828, 3.47333], [-0.52365, -0.39875, -3.45162], [0.59352, 0.72775, 2.39142], [-0.41121, 1.60111, -0.62749], [2.58963, -2.70685, 3.98555], [-0.64335, 0.99658, -2.96690], [0.10572, 2.00617, 1.79348], [-0.96814, 1.88538, 0.69324], [-3.01607, 2.30591, -0.52781], [-2.33247, 4.88832, 1.61054], [-0.30145, -4.09247, -4.37791], [-2.02701, -2.71185, -5.35973], [1.40146, -3.05034, -2.83125], [1.65256, -0.50560, 5.35672], [1.78616, -2.34258, 1.48116], [-2.21287, -0.28962, -4.68189], [1.28327, -0.69011, -2.30276], [0.82050, 1.49002, 4.41804], [0.64159, -0.28308, 0.52384], [0.46940, 2.03237, -0.86258], [2.21883, -3.64235, 3.56057], [3.64818, -2.63203, 3.70427], [2.51852, -2.79394, 5.07476], [-1.21344, 1.58844, -3.69640], [0.35060, 1.43817, -2.98837], [1.00378, 2.50819, 1.38093], [-0.29412, 2.67793, 2.57019], [-1.65577, 1.06684, 0.97340]]}